No. 1
C29H77F6HfN5O18S2 as an isolated structure. Source: OMol25; level of theory: ωB97M-V/def2-TZVPD.

The total charge is +2. The lowest unoccupied orbital energy is -8.24 eV.

```
138
Properties=species:S:1:pos:R:3:forces:R:3
Hf 12.44550 -27.19387 -26.33119 4.31 3.65 -3.75
C 15.29590 -23.24418 -26.39486 -0.33 -1.34 -0.54
F 16.29485 -22.62413 -26.95191 0.67 -0.06 0.05
F 15.23451 -22.99176 -25.10542 -0.18 0.26 0.47
F 14.19613 -22.90731 -27.02501 -0.68 0.34 0.14
S 15.46513 -25.12705 -26.60357 1.94 -1.19 -1.30
O 15.83624 -25.37364 -27.98092 -0.56 1.06 0.48
O 16.42765 -25.59006 -25.63932 -0.24 0.66 0.35
O 14.13526 -25.76250 -26.34711 -2.47 -0.33 0.84
C 10.91041 -22.67762 -27.22146 0.09 -1.04 -0.74
F 11.17571 -21.68881 -28.03280 0.23 0.41 0.06
F 11.67438 -22.64007 -26.13066 0.21 0.14 0.18
F 9.65144 -22.62802 -26.85720 -0.48 -0.13 0.29
S 11.25303 -24.24768 -28.22510 0.60 0.39 -2.10
O 11.49377 -25.36946 -27.24431 0.88 -1.73 2.41
O 10.05277 -24.52954 -28.94912 -0.20 0.07 0.32
O 12.44258 -23.97390 -28.99410 -0.55 -0.19 0.93
C 19.79261 -22.65648 -26.85918 0.00 -0.82 0.36
O 20.73204 -21.62573 -26.73994 0.00 0.60 -0.48
H 18.78872 -22.38618 -26.51055 0.20 0.02 0.33
H 19.62540 -23.11928 -27.84294 0.48 0.47 -0.25
H 20.25729 -23.42871 -26.23780 -0.65 -0.20 0.06
H 20.43360 -20.82472 -27.18387 0.00 -0.10 -0.05
C 16.65572 -28.64979 -30.54771 2.17 0.40 -0.52
C 17.43520 -28.72777 -29.21824 -1.63 0.98 0.59
C 18.85664 -28.20013 -29.17043 0.31 -1.04 -1.03
O 19.41165 -28.52596 -27.89629 0.49 0.90 -1.30
C 20.80154 -28.12677 -27.90718 -0.28 -1.05 0.85
N 16.66755 -28.01004 -28.15315 0.15 0.16 -0.17
H 15.84244 -29.36646 -30.56178 -0.22 0.23 -0.14
H 17.36911 -28.87636 -31.35120 -0.17 -0.81 0.06
H 16.43182 -27.64220 -30.91318 -0.72 0.14 0.79
H 17.36373 -29.76586 -28.88466 0.71 -0.11 -0.23
H 18.97848 -27.14164 -29.43199 -0.57 0.30 0.51
H 19.42826 -28.66075 -29.99041 0.16 -0.44 0.29
H 21.32033 -28.47258 -28.80140 -0.18 0.03 -0.18
H 21.21657 -28.69266 -27.07223 0.29 0.42 0.07
H 20.94524 -27.05315 -27.78793 -0.18 0.05 0.04
H 17.25055 -28.14590 -27.32873 -0.41 -0.06 0.32
H 16.75986 -27.00205 -28.30741 0.18 -0.34 -0.23
C 19.26637 -25.80578 -22.58733 1.09 -0.36 0.22
C 18.54623 -24.51939 -22.27371 -1.87 0.55 -0.35
C 18.94278 -23.27150 -23.05026 0.82 0.53 -1.21
O 18.20944 -22.14921 -22.58944 -0.79 -0.64 0.47
C 18.22584 -21.07062 -23.47855 0.74 0.40 -0.86
N 17.10363 -24.81768 -22.46016 -0.35 0.18 -0.02
H 20.35010 -25.68842 -22.51254 -0.03 -0.15 0.23
H 19.11492 -26.24984 -23.57847 -0.33 0.82 -0.34
H 18.92859 -26.62578 -21.95083 0.15 0.32 0.50
H 18.52513 -24.15347 -21.24305 0.90 -0.71 0.28
H 18.78640 -23.34842 -24.13709 -0.43 -0.49 0.00
H 20.01438 -23.03343 -23.02573 0.14 -0.23 0.57
H 17.45794 -20.32621 -23.27531 -0.01 -0.19 0.53
H 18.07199 -21.37926 -24.52304 -0.09 -0.25 0.08
H 19.20995 -20.58814 -23.46604 -0.07 0.15 0.06
H 16.92265 -25.12806 -23.41071 0.12 0.25 -0.15
H 16.61310 -23.93592 -22.32349 -0.12 -0.11 -0.10
C 11.65839 -23.80181 -23.22396 0.53 -0.76 0.20
C 12.46378 -24.82886 -24.03048 0.86 0.50 -0.22
C 13.48980 -25.59046 -23.25120 0.36 0.85 0.71
O 14.02575 -26.72375 -23.94461 -1.39 -0.11 1.08
C 14.73152 -27.48009 -22.93618 1.08 -0.61 -0.05
N 11.52382 -25.82961 -24.62032 -1.10 -0.02 0.39
H 10.91580 -23.28197 -23.82709 0.30 0.22 -0.27
H 12.40534 -23.11422 -22.82675 -0.42 0.29 0.22
H 11.08233 -24.27717 -22.42384 0.33 0.01 0.23
H 13.02176 -24.27754 -24.78850 -0.65 -0.29 -0.52
H 13.01272 -25.86591 -22.30184 0.26 -0.38 0.00
H 14.33337 -24.92843 -23.03536 -0.08 0.05 0.27
H 14.37756 -27.30226 -21.92295 -0.50 -0.14 -0.15
H 15.78506 -27.20131 -22.89940 -0.09 0.35 -0.27
H 14.71532 -28.53932 -23.18527 -0.34 -0.02 0.02
H 11.09375 -26.27199 -23.79398 0.50 -0.44 -0.07
H 10.76717 -25.15110 -24.77740 -0.24 -0.76 -1.44
C 15.37256 -24.17027 -31.28684 0.70 -0.62 -0.52
C 16.04187 -23.08641 -32.15109 -0.31 -0.90 -0.03
C 17.19632 -23.63353 -33.03154 -1.50 -0.10 0.82
O 17.60944 -22.57392 -33.86194 0.95 -0.81 -0.12
C 18.83732 -22.93500 -34.46546 0.99 0.03 -0.86
N 14.98578 -22.50755 -32.99303 0.30 0.03 -0.76
H 14.91417 -24.85713 -32.00803 -0.54 0.06 0.21
H 14.66614 -23.75970 -30.56861 -0.22 0.03 -0.25
H 16.04862 -24.83030 -30.73149 0.37 0.43 0.10
H 16.43790 -22.32465 -31.47818 0.13 0.22 -0.20
H 16.83193 -24.46521 -33.65084 -0.21 0.01 -0.12
H 17.95169 -24.10487 -32.39121 0.53 0.60 -0.03
H 18.89519 -23.93180 -34.92112 -0.65 -0.33 0.51
H 19.66504 -22.86303 -33.75812 -0.02 0.05 0.17
H 19.10193 -22.34023 -35.34170 -0.48 0.71 0.37
H 15.41740 -22.32638 -33.89980 -0.01 0.69 0.22
H 14.30091 -23.20846 -33.26743 -0.04 -0.15 0.54
C 14.43829 -20.05714 -22.43077 -0.26 0.34 -0.85
C 14.30734 -19.09079 -23.61264 -0.75 0.76 0.09
C 14.18612 -19.76814 -24.96592 2.50 0.10 -1.13
O 14.05364 -18.81187 -26.04382 -1.16 -0.16 0.89
C 13.23647 -19.31923 -27.08455 -0.01 0.71 0.25
N 13.10720 -18.23567 -23.40567 -0.12 -0.61 -0.56
H 15.26949 -20.75662 -22.52467 -0.09 -0.13 -0.17
H 13.47040 -20.56776 -22.42820 0.16 -0.38 0.53
H 14.59060 -19.49951 -21.51047 -0.24 0.02 0.04
H 15.15652 -18.40484 -23.62824 0.09 -0.08 -0.16
H 13.48400 -20.60600 -25.00280 -0.55 0.32 0.04
H 15.16611 -20.17427 -25.25439 0.10 -0.72 0.63
H 12.29075 -19.65963 -26.64845 0.11 -0.48 -0.25
H 13.79690 -20.06807 -27.65363 -0.40 -0.25 -0.03
H 12.96020 -18.49371 -27.74204 0.31 0.00 -0.05
H 12.93720 -17.81142 -24.31987 0.25 0.51 0.25
H 12.30287 -18.86837 -23.37037 0.07 0.02 0.49
C 13.39020 -27.57036 -29.59597 -0.35 -0.66 -0.31
C 11.88902 -27.38652 -29.77904 0.37 1.48 -0.13
O 11.15415 -27.54556 -28.53301 0.34 -1.19 0.06
O 13.81478 -27.37160 -28.24198 -1.53 -0.09 0.08
H 13.92357 -26.84940 -30.21487 -0.08 -0.05 -0.12
H 13.63453 -28.58338 -29.92376 0.37 0.02 0.22
H 11.49938 -28.04315 -30.55545 0.02 -0.26 0.22
H 11.70969 -26.36051 -30.11016 -0.10 -0.04 0.05
H 10.23533 -27.45149 -28.82779 -0.11 0.29 0.74
H 14.79468 -27.21612 -28.28467 0.03 -0.35 0.71
C 19.11842 -29.18197 -24.46264 0.46 1.05 -0.63
C 17.69039 -28.97757 -24.04146 -0.61 -0.55 0.43
O 16.93404 -28.18742 -24.96489 0.27 -0.06 0.14
O 19.87386 -29.93929 -23.55672 -0.28 -0.40 -0.20
H 19.56689 -28.18347 -24.59429 -0.01 0.10 0.20
H 19.17079 -29.57368 -25.47938 0.02 -0.64 0.20
H 17.68590 -28.55501 -23.02795 -0.16 0.25 -0.09
H 17.13883 -29.91966 -23.97610 0.22 -0.12 -0.01
H 17.35160 -27.32094 -25.09207 -0.24 0.01 -0.01
H 19.62079 -29.72878 -22.65102 0.11 0.09 -0.03
C 14.36860 -30.01456 -25.88557 -0.49 1.06 -0.72
C 13.65715 -30.29001 -27.19751 1.34 -1.43 1.31
O 12.40786 -29.56814 -27.15229 0.20 0.51 0.23
O 14.45292 -28.57022 -25.84600 -1.48 0.40 0.37
H 15.39152 -30.38306 -25.86398 -0.13 -0.37 0.01
H 13.74929 -30.33260 -25.04568 0.28 -0.36 0.09
H 13.45972 -31.36385 -27.22239 -0.31 0.05 -0.15
H 14.34310 -30.07617 -28.01697 -0.54 0.72 -0.27
H 11.78285 -30.14508 -27.61205 -0.49 0.62 0.05
H 15.26649 -28.33079 -25.32306 0.21 0.51 -0.30
```
Positions in Å, forces in eV/Å.

***

No. 2
C29H77F6N7Na2O10P as an isolated structure. Source: OMol25; level of theory: ωB97M-V/def2-TZVPD.

The total charge is -1. The lowest unoccupied orbital energy is 1.60 eV.

```
132
Properties=species:S:1:pos:R:3:forces:R:3
Na -3.95093 0.38294 -0.07208 0.19 0.10 1.13
Na -0.99105 1.93039 2.36631 -1.11 -0.46 0.32
C -3.72845 0.94551 3.09759 -1.36 2.37 0.63
O -2.82234 0.93763 4.01191 0.57 -0.79 -0.39
O -4.93506 0.53575 3.26613 1.30 -0.59 -0.46
O -3.45366 1.68815 2.01480 0.49 -0.96 -1.04
P -0.07545 0.10894 -0.34761 -0.38 -1.06 -0.18
F 0.62506 1.31933 0.44719 -0.13 0.23 0.11
F 1.35885 -0.22746 -1.04204 -0.13 0.30 0.33
F 0.25730 -0.92731 0.83823 0.12 0.36 0.16
F -0.76202 -1.14092 -1.15830 -0.37 0.56 1.16
F -1.48387 0.48573 0.36162 0.00 -0.24 -0.11
F -0.49891 1.05022 -1.59788 0.42 0.30 0.18
C -1.71024 5.47553 -3.27002 1.79 0.23 -0.39
C -2.13498 5.37900 -1.83048 -1.52 0.94 0.36
C -2.55189 3.97621 -1.38402 1.12 0.43 -0.68
O -3.54113 3.52410 -2.28478 -0.44 -0.23 -0.24
C -3.21591 2.32797 -2.98007 0.17 0.58 0.84
N -1.11712 5.99049 -0.97261 0.11 0.06 0.45
H -2.37837 5.07123 -4.02160 -0.27 -0.07 0.19
H -0.71023 5.02334 -3.38356 -0.32 -0.43 0.04
H -1.44692 6.50814 -3.53712 -0.57 0.08 0.10
H -3.06676 5.96779 -1.72327 -0.01 -0.14 -0.23
H -2.94765 4.03098 -0.36942 0.03 -0.34 0.10
H -1.66278 3.33852 -1.46115 -0.09 -0.16 0.43
H -3.15127 1.50912 -2.25400 -0.03 -0.26 -0.31
H -2.23461 2.40436 -3.46285 -0.12 -0.03 -0.15
H -4.01322 2.17439 -3.70049 0.04 -0.19 -0.09
H -1.12161 6.99558 -1.13014 0.17 -0.13 -0.33
H -1.39556 5.94494 0.00645 0.00 -0.42 -0.10
C 2.56063 3.97780 -3.76121 -0.14 0.51 -0.87
C 1.80479 2.90118 -3.02183 0.35 0.30 0.41
C 1.96542 1.51998 -3.60844 -0.36 -0.74 -0.13
O 1.73977 1.47901 -5.00598 0.56 -0.52 -0.48
C 0.37017 1.38346 -5.33642 0.42 1.03 -0.17
N 2.19543 2.90281 -1.61009 -0.10 -1.05 0.35
H 2.35240 3.95927 -4.83683 -0.14 -0.14 0.12
H 3.64991 3.90255 -3.69653 -0.04 -0.20 0.35
H 2.25625 4.96512 -3.40926 0.12 -0.04 0.19
H 0.73540 3.13192 -3.00530 0.00 0.22 -0.17
H 1.27256 0.80915 -3.15321 0.05 0.38 0.19
H 2.94698 1.10588 -3.34397 0.20 0.23 -0.55
H -0.09619 0.46632 -4.98251 -0.03 0.04 0.25
H 0.27832 1.41557 -6.42293 0.17 -0.09 -0.02
H -0.08987 2.30748 -4.96085 -0.63 -0.38 0.07
H 3.17588 2.63410 -1.49392 0.06 0.42 -0.43
H 1.75086 2.05218 -1.26047 -0.15 0.52 0.50
C 4.92733 5.00756 2.90551 0.78 -0.18 -1.07
C 4.37664 3.63438 2.53570 -0.77 0.59 1.03
C 4.48050 2.64121 3.69420 0.23 -0.50 -0.23
O 3.93630 1.37542 3.30283 0.05 0.30 0.54
C 4.89875 0.47864 2.79586 -0.65 -0.24 -0.08
N 2.98678 3.80395 2.13556 0.03 -0.67 -1.18
H 5.02754 5.57525 1.97567 -0.44 0.16 0.11
H 5.96465 4.97401 3.25379 -0.25 -0.13 0.56
H 4.24920 5.52950 3.57422 0.16 0.06 0.23
H 4.87968 3.23551 1.65344 0.21 -0.01 0.07
H 3.89047 2.99670 4.54455 -0.06 0.04 -0.07
H 5.50747 2.47658 4.04973 0.02 0.19 -0.09
H 5.68158 0.26836 3.52997 0.21 0.23 -0.11
H 5.28412 0.84579 1.84172 0.36 -0.12 0.06
H 4.36777 -0.45866 2.62369 0.04 0.03 -0.15
H 2.67636 2.90647 1.77742 -0.38 0.23 -0.08
H 2.29690 4.12862 2.79785 0.44 0.05 0.49
C 0.16147 -5.77283 2.06013 -0.49 -0.16 0.54
C -0.39762 -5.21620 0.76294 0.90 -1.46 -0.41
C 0.39863 -4.02713 0.24443 -1.69 0.58 0.99
O 1.68588 -4.39834 -0.11799 0.56 -0.12 -0.07
C 2.38558 -3.28896 -0.65035 0.26 0.35 0.19
N -0.37908 -6.33323 -0.22872 0.24 -1.55 4.21
H 1.22286 -6.01486 2.00218 0.05 0.26 -0.11
H -0.35148 -6.71071 2.28592 -0.03 0.06 -0.06
H -0.03927 -5.10181 2.89816 0.29 0.13 0.00
H -1.42919 -4.90273 0.92911 -0.07 0.06 -0.08
H 0.35430 -3.26107 1.02929 0.46 0.10 -0.10
H -0.17979 -3.60089 -0.59167 0.38 0.23 0.09
H 2.42931 -2.45501 0.05529 -0.19 -0.01 0.05
H 1.86339 -2.98226 -1.56127 0.85 0.56 0.48
H 3.41309 -3.56959 -0.87870 -0.11 -0.29 -0.09
H -0.85705 -6.02987 -1.07126 -0.58 -5.02 3.68
H 0.59723 -6.50602 -0.44112 0.00 -0.17 -0.25
C 0.25822 -0.70509 4.19674 -0.90 -1.13 0.81
C 0.32112 0.64079 4.88077 1.29 0.42 -0.45
C 1.20495 0.57463 6.12342 -0.84 -0.60 -0.19
O 1.12382 1.81460 6.78624 0.03 0.30 0.28
C 1.82783 1.84437 8.00500 1.63 0.40 -0.80
N 0.87287 1.69942 3.96375 -0.68 0.68 0.81
H -0.11020 -0.70854 3.17541 0.28 0.37 -0.13
H -0.49557 -1.31164 4.72246 0.05 0.20 -0.01
H 1.16444 -1.31479 4.29372 0.26 0.43 -0.32
H -0.66501 0.97120 5.20842 -0.16 -0.07 -0.40
H 2.23302 0.33479 5.81511 0.07 0.07 0.20
H 0.81019 -0.22023 6.77438 0.23 -0.03 0.02
H 1.22968 1.66597 8.89433 -0.17 -0.22 -0.03
H 2.35705 2.80525 8.08080 -0.65 0.19 0.16
H 2.70187 1.17644 7.92205 -0.45 -0.40 0.42
H 1.86553 1.60126 3.75132 -0.13 -0.72 -0.04
H 0.87402 2.51043 4.58982 -0.09 0.14 -0.41
C -3.14537 -4.01215 -2.04773 -3.19 1.95 1.89
C -4.01135 -2.91062 -1.41883 -0.05 0.27 -1.05
C -3.65293 -2.78408 0.02977 0.98 1.11 0.87
O -4.52630 -1.89475 0.71570 -0.39 -0.53 -0.55
C -4.83900 -2.26730 2.04785 -0.10 -0.01 0.83
N -3.74492 -1.59206 -2.12353 -0.66 -0.78 0.08
H -3.07790 -3.96060 -3.13472 -0.17 0.49 0.09
H -3.58629 -4.99328 -1.84103 0.16 0.06 0.29
H -2.14710 -3.97453 -1.60207 -1.68 1.75 1.03
H -5.06360 -3.18327 -1.52160 -0.11 0.27 0.06
H -2.66537 -2.29181 0.09592 0.11 -0.36 -0.28
H -3.50521 -3.74505 0.53382 -0.61 -0.09 -0.01
H -5.50879 -1.51365 2.45918 0.20 0.15 -0.08
H -3.95119 -2.26956 2.69145 0.03 0.10 -0.17
H -5.31360 -3.25622 2.13033 0.07 0.00 -0.45
H -4.48833 -1.47206 -2.81057 -0.02 0.12 0.18
H -2.94133 -1.78960 -2.71584 0.22 0.49 0.20
C -1.11939 -2.74748 -4.68768 0.43 -0.77 -0.09
C -0.37165 -2.63686 -3.36555 -0.42 0.94 -0.39
C 0.49979 -3.84688 -3.14599 0.08 -0.36 1.07
O -0.13739 -5.06943 -3.40116 0.25 -0.54 -1.04
C -1.07256 -5.41218 -2.38740 0.01 1.60 -4.85
N 0.46493 -1.41230 -3.31536 -0.08 -1.39 -0.66
H -0.45798 -3.13839 -5.46803 0.14 0.56 -0.09
H -1.55890 -1.79216 -4.96515 -0.13 -0.01 -0.18
H -1.86208 -3.54767 -4.62786 -0.24 0.36 0.04
H -1.13277 -2.53373 -2.57342 0.34 -0.49 -0.16
H 0.81856 -3.89674 -2.09009 -0.29 -0.06 -1.06
H 1.39576 -3.76130 -3.76171 -0.05 -0.12 -0.21
H -0.57560 -5.31847 -1.41550 0.84 4.52 -3.88
H -1.42173 -6.40877 -2.63847 0.24 -0.48 0.35
H -1.94166 -4.74092 -2.41327 3.38 -3.19 -1.75
H 0.94009 -1.45559 -2.41422 -0.09 0.34 -0.63
H -0.19100 -0.64161 -3.23607 0.25 0.01 0.09
```
Positions in Å, forces in eV/Å.

***

The records above give, respectively, highest occupied orbital energy values of -12.34; -3.26 eV.
The records above give, respectively, largest force on an atom values of 6.8; 6.3 eV/Å.
The records above give, respectively, E_tot values of -4222.18768; -3552.02787 a.u..